No. 1
Computed, not measured: a 7-piece molecular cluster, C37H73FN2O12PS2 overall in a non-equilibrium geometry, with the ωB97M-V functional and the def2-TZVPD basis.

The geometry in XYZ format:
```
128
Properties=species:S:1:pos:R:3:mulliken_charge:R:1
C -0.33 2.50 2.04 -1.09
C 0.29 1.63 1.17 -0.75
C -0.21 0.28 0.74 -1.20
C 0.69 -0.96 0.92 0.65
C -0.32 -2.14 0.78 -1.70
C -1.37 -2.00 -0.31 -0.56
O -2.49 -1.67 -0.06 -0.50
N 1.87 -1.06 -0.06 0.31
S 1.56 -1.40 -1.77 1.42
O 2.74 -1.02 -2.46 -0.65
O 1.14 -2.74 -1.81 -0.58
F 0.43 -0.44 -2.12 0.04
C 2.81 0.12 0.01 -1.09
C 3.18 0.52 1.43 -1.05
C 2.84 -0.57 2.46 0.70
C 3.10 0.09 3.82 -2.28
O 3.74 -1.64 2.14 0.01
C 5.11 -1.58 2.52 -0.43
C 5.43 -2.29 3.82 -1.10
C 1.33 -1.11 2.36 0.52
N 0.40 -0.59 3.32 -0.44
P 1.49 -2.95 2.94 1.09
O 2.54 -2.93 4.16 -0.52
O 2.16 -3.80 1.74 -0.67
S -0.12 -3.71 3.66 -0.43
H 0.13 2.74 3.00 0.22
H -1.23 3.05 1.73 0.45
H 1.18 1.99 0.66 0.11
H -1.12 0.07 1.30 0.74
H -0.54 0.36 -0.30 0.51
H -0.90 -2.09 1.69 0.87
H 0.17 -3.10 0.63 0.42
H -1.15 -2.24 -1.36 0.40
H 2.38 -1.91 0.21 1.06
H 3.71 -0.11 -0.54 0.93
H 2.34 0.94 -0.54 0.03
H 2.75 1.46 1.77 0.38
H 4.26 0.69 1.42 0.71
H 3.02 -0.61 4.65 0.44
H 2.37 0.88 4.00 0.63
H 4.06 0.59 3.83 0.32
H 5.66 -2.09 1.73 0.49
H 5.54 -0.57 2.54 0.36
H 5.49 -3.37 3.70 0.19
H 6.44 -1.97 4.10 0.42
H 4.80 -1.99 4.65 0.27
H 0.39 0.42 3.36 0.10
H 0.57 -0.92 4.26 0.45
H 3.14 -3.69 4.10 0.28
H 3.13 -3.77 1.76 0.49
C -2.82 7.25 1.39 -0.64
C -3.88 6.87 2.42 -0.63
C -4.00 5.37 2.20 -0.12
O -2.71 4.92 1.76 -0.41
C -1.89 6.05 1.44 -0.29
H -2.31 8.19 1.61 0.38
H -3.28 7.34 0.40 0.28
H -3.51 7.08 3.43 0.26
H -4.82 7.39 2.30 0.36
H -4.72 5.14 1.42 0.18
H -4.29 4.83 3.11 0.20
H -1.13 6.17 2.22 0.35
H -1.39 5.86 0.49 0.07
C 1.95 4.04 -3.92 -0.51
C 2.52 5.00 -2.88 -0.74
C 1.77 4.58 -1.62 -0.27
O 1.50 3.18 -1.76 -0.30
C 1.78 2.77 -3.11 0.00
H 2.59 3.91 -4.79 0.41
H 0.98 4.40 -4.27 0.28
H 3.59 4.82 -2.75 0.28
H 2.37 6.05 -3.12 0.38
H 0.81 5.10 -1.54 0.16
H 2.33 4.75 -0.71 0.28
H 2.70 2.17 -3.11 0.22
H 0.96 2.14 -3.47 -0.16
C -3.50 -2.11 -3.34 -0.19
C -2.70 -2.65 -4.52 -0.04
C -3.65 -3.72 -5.06 -0.57
O -4.97 -3.27 -4.77 -0.42
C -4.92 -2.17 -3.86 -0.55
H -3.20 -1.11 -3.03 0.30
H -3.39 -2.77 -2.48 0.05
H -2.56 -1.86 -5.26 -0.14
H -1.72 -3.05 -4.26 0.41
H -3.49 -4.68 -4.56 0.27
H -3.55 -3.88 -6.14 0.31
H -5.18 -1.26 -4.42 0.27
H -5.66 -2.31 -3.08 0.31
C -7.69 2.00 1.89 -0.60
C -8.36 2.34 0.57 -0.53
C -8.05 3.82 0.43 -0.51
O -6.79 4.04 1.08 -0.35
C -6.44 2.88 1.84 -0.22
H -7.45 0.95 2.02 0.36
H -8.33 2.31 2.72 0.27
H -7.88 1.77 -0.24 0.24
H -9.43 2.12 0.55 0.34
H -8.81 4.43 0.93 0.28
H -7.98 4.14 -0.61 0.27
H -5.62 2.37 1.33 0.23
H -6.10 3.18 2.83 0.19
C 5.79 -7.85 5.61 -0.57
C 5.39 -8.22 4.19 -0.61
C 4.66 -6.96 3.74 -0.42
O 5.27 -5.87 4.43 -0.32
C 6.12 -6.37 5.47 -0.48
H 6.63 -8.43 6.00 0.34
H 4.94 -7.99 6.28 0.27
H 6.28 -8.38 3.57 0.29
H 4.77 -9.11 4.12 0.34
H 3.60 -7.00 4.01 0.30
H 4.73 -6.79 2.66 0.28
H 7.16 -6.22 5.17 0.30
H 5.94 -5.81 6.39 0.28
C 0.06 -0.27 -6.27 0.09
C -0.18 -0.70 -7.71 -0.64
C -1.07 0.43 -8.22 -0.50
O -0.69 1.60 -7.49 -0.46
C 0.15 1.24 -6.40 -0.21
H 0.95 -0.72 -5.82 0.36
H -0.81 -0.54 -5.65 -0.17
H 0.76 -0.71 -8.26 0.32
H -0.65 -1.68 -7.81 0.34
H -2.13 0.23 -8.02 0.27
H -0.96 0.62 -9.29 0.31
H 1.18 1.55 -6.63 0.18
H -0.18 1.77 -5.50 0.11
```

Values from the calculation:
Orbital gap = 7.63 eV
Total charge = +1
HOMO level = -10.50 eV

No. 2
Computed, not measured: an isolated ion of composition C5H6ClN2O2S and charge -1 in a non-equilibrium geometry, with the ωB97M-V functional and the def2-TZVPD basis.

The geometry in XYZ format:
```
17
Properties=species:S:1:pos:R:3:mulliken_charge:R:1
C -1.36 -0.45 0.73 0.17
C -0.88 -0.62 2.39 0.50
C -0.40 -0.24 -0.41 0.65
C 1.93 0.48 -1.06 -1.25
C 0.91 0.28 0.09 -0.52
N -2.58 -0.16 0.55 -0.63
N -1.14 0.31 -1.48 -0.38
O -0.71 0.48 2.88 -0.64
O -0.72 -1.74 2.83 -0.65
S -2.86 0.35 -1.06 0.05
Cl 0.00 -2.08 -0.94 -0.33
H 2.41 -0.50 -1.46 0.26
H 2.88 0.96 -0.66 0.37
H 1.58 1.11 -1.77 0.40
H 0.72 1.21 0.66 0.38
H 1.30 -0.50 0.79 0.30
H -1.08 1.11 -2.09 0.32
```

Values from the calculation:
Orbital gap (spin up / spin down) = 3.87 / 5.31 eV
<S²> = 2.01
2S+1 = 3
Total charge = -1
HOMO level (spin up / spin down) = -1.11 / -4.46 eV

No. 3
Computed, not measured: C20H42F6FeN2O8 as an isolated structure in a non-equilibrium geometry, with the ωB97M-V functional and the def2-TZVPD basis.

The geometry in XYZ format:
```
79
Properties=species:S:1:pos:R:3:mulliken_charge:R:1
Fe -0.35 0.13 -0.72 3.79
C 1.58 2.97 -0.90 -0.49
O 2.20 2.39 0.22 -0.16
O 0.50 2.04 -1.22 -1.03
C 1.21 4.47 -0.66 0.42
F 0.49 5.00 -1.63 -0.28
F 0.32 4.61 0.38 -0.18
F 2.38 5.27 -0.54 -0.28
C 3.37 2.93 0.70 -0.31
C 4.04 1.90 1.47 -1.19
H 4.99 2.32 1.77 0.47
H 3.37 1.60 2.27 0.23
H 4.25 1.05 0.82 0.17
H 3.26 3.72 1.46 0.21
H 4.09 3.11 -0.10 0.33
H 2.26 2.92 -1.75 0.35
C -1.41 -2.99 -1.86 -0.80
O -0.24 -3.86 -1.43 -0.07
O -1.05 -1.79 -1.26 -1.26
C -1.92 -3.07 -3.38 0.72
F -1.90 -4.32 -3.94 -0.31
F -3.11 -2.55 -3.63 -0.28
F -1.17 -2.31 -4.22 -0.27
C -0.50 -5.30 -1.39 -0.27
C 0.93 -5.91 -1.26 -1.14
H 1.55 -5.17 -0.74 0.22
H 0.89 -6.83 -0.69 0.35
H 1.46 -6.16 -2.18 0.32
H -1.00 -5.69 -2.27 0.26
H -1.13 -5.31 -0.50 0.33
H -2.30 -3.33 -1.33 0.24
C -2.13 1.02 -3.05 -0.90
O -2.12 0.76 -1.69 -0.03
C -2.77 1.69 -0.88 -0.94
C -2.84 0.97 0.44 -0.88
N -1.54 0.79 0.95 0.61
C -1.09 2.00 1.76 -0.01
C -1.74 2.04 3.13 -0.65
O -1.45 3.23 3.94 -0.45
C -1.69 4.48 3.38 -0.58
H -3.13 1.03 -3.47 0.36
H -1.70 0.21 -3.65 0.13
H -1.62 1.88 -3.50 0.29
H -3.77 1.84 -1.30 0.64
H -2.29 2.67 -0.87 0.31
H -3.05 -0.09 0.30 0.47
H -3.56 1.42 1.13 0.50
H -1.50 0.13 1.71 -0.13
H -1.37 2.91 1.22 0.53
H -0.01 1.92 1.84 -0.64
H -1.49 1.18 3.75 0.09
H -2.81 1.94 2.98 0.46
H -2.34 4.93 4.13 0.29
H -2.21 4.35 2.42 0.28
H -0.69 4.86 3.21 0.21
C -2.10 -2.19 2.87 -0.88
O -0.96 -1.33 2.65 -0.41
C 0.38 -1.76 2.61 -0.82
C 1.26 -0.62 2.15 -0.96
N 1.33 -0.24 0.72 1.70
C 2.16 -1.25 0.10 -0.87
C 2.56 -0.88 -1.36 -1.00
O 1.39 -0.48 -2.14 -0.08
C 1.51 -0.94 -3.49 -0.92
H -2.22 -2.86 2.02 0.19
H -2.97 -1.55 2.97 0.27
H -1.97 -2.81 3.76 0.38
H 0.44 -2.67 2.02 0.27
H 0.61 -2.03 3.64 0.47
H 2.21 -0.87 2.62 0.69
H 0.85 0.26 2.64 0.18
H 1.80 0.66 0.78 -0.74
H 1.58 -2.17 0.03 0.39
H 3.10 -1.40 0.64 0.44
H 3.01 -1.76 -1.83 0.69
H 3.25 -0.04 -1.27 0.15
H 1.48 -2.03 -3.46 0.27
H 2.43 -0.59 -3.97 0.36
H 0.74 -0.48 -4.10 0.14
```

Values from the calculation:
Orbital gap (spin up / spin down) = 9.00 / 8.31 eV
<S²> = 6.01
2S+1 = 5
HOMO level (spin up / spin down) = -8.40 / -7.72 eV

No. 4
Computed, not measured: C37H51As3O4P2RuS as an isolated structure in a non-equilibrium geometry, with the ωB97M-V functional and the def2-TZVPD basis.

The geometry in XYZ format:
```
99
Properties=species:S:1:pos:R:3:mulliken_charge:R:1
Ru 0.07 0.46 0.12 0.28
C -1.59 -1.48 2.66 -1.11
C -2.36 -0.17 2.83 -1.61
P -1.48 1.24 1.93 0.76
C -2.88 2.15 1.20 0.82
C -4.08 2.26 1.91 -0.50
C -5.15 2.93 1.34 -0.95
C -5.03 3.53 0.10 -0.55
C -3.84 3.42 -0.60 -0.97
C -2.78 2.71 -0.07 -0.32
C -0.93 2.23 3.35 0.94
C -0.22 1.64 4.39 -0.43
C 0.24 2.42 5.44 -0.73
C 0.00 3.78 5.45 -0.62
C -0.70 4.37 4.41 -0.84
C -1.16 3.60 3.36 -0.53
P -1.28 -1.80 0.86 2.51
C -2.94 -1.46 0.20 -0.04
C -4.05 -2.16 0.67 -0.17
C -5.32 -1.81 0.25 -0.82
C -5.50 -0.77 -0.65 -0.90
C -4.39 -0.10 -1.15 -0.83
C -3.12 -0.44 -0.72 0.59
C -1.23 -3.63 0.86 0.71
C -0.47 -4.31 1.82 -0.33
C -0.42 -5.69 1.81 -0.75
C -1.11 -6.41 0.86 -0.67
C -1.84 -5.74 -0.12 -0.82
C -1.89 -4.36 -0.12 -0.75
H -2.16 -2.31 3.08 0.68
H -0.63 -1.43 3.17 0.50
H -2.47 0.07 3.89 0.94
H -3.35 -0.28 2.40 0.63
H -4.16 1.83 2.89 0.47
H -6.08 3.00 1.89 0.46
H -5.87 4.07 -0.32 0.41
H -3.74 3.89 -1.57 0.50
H -1.87 2.61 -0.64 0.43
H -0.01 0.57 4.37 0.22
H 0.78 1.95 6.25 0.46
H 0.36 4.39 6.27 0.40
H -0.88 5.44 4.41 0.45
H -1.68 4.05 2.53 0.48
H -3.91 -2.97 1.38 0.50
H -6.17 -2.35 0.63 0.46
H -6.49 -0.49 -0.96 0.45
H -4.52 0.70 -1.87 0.53
H -2.26 0.12 -1.10 -0.60
H 0.06 -3.75 2.57 0.29
H 0.17 -6.20 2.56 0.46
H -1.08 -7.49 0.86 0.41
H -2.37 -6.30 -0.87 0.45
H -2.46 -3.84 -0.88 0.47
C -0.70 -2.29 -2.85 -1.46
As 0.13 -0.57 -2.32 1.14
C -0.59 0.46 -3.82 -1.31
C 1.92 -1.10 -3.02 -2.51
C 3.14 -0.32 -2.54 3.27
C 2.91 1.16 -2.79 -1.28
C 3.48 -0.69 -1.08 -1.84
As 2.42 -0.12 0.51 1.14
C 3.87 0.70 1.53 -1.35
C 2.42 -1.86 1.49 -1.43
C 4.34 -0.81 -3.38 -2.02
As 6.13 0.12 -3.40 0.32
C 6.43 0.99 -1.65 -0.94
C 5.81 1.76 -4.44 -1.11
H -0.39 -2.52 -3.87 0.64
H -1.78 -2.22 -2.82 0.36
H -0.37 -3.10 -2.20 0.40
H -0.27 0.03 -4.77 0.46
H -0.26 1.50 -3.74 0.37
H -1.68 0.44 -3.76 0.38
H 1.84 -1.01 -4.11 0.66
H 2.04 -2.16 -2.78 0.45
H 1.98 1.51 -2.35 -0.45
H 2.86 1.34 -3.87 0.57
H 3.71 1.77 -2.36 0.02
H 4.49 -0.33 -0.87 0.30
H 3.50 -1.79 -1.01 0.58
H 4.74 0.03 1.52 0.44
H 3.57 0.86 2.57 0.43
H 4.10 1.66 1.08 0.39
H 3.38 -2.38 1.51 0.63
H 1.66 -2.52 1.05 0.24
H 2.12 -1.64 2.52 0.44
H 4.06 -0.81 -4.44 0.58
H 4.56 -1.85 -3.12 0.45
H 6.73 0.27 -0.90 0.31
H 5.58 1.57 -1.29 0.16
H 7.26 1.68 -1.80 0.43
H 5.30 1.54 -5.38 0.33
H 6.78 2.19 -4.69 0.39
H 5.25 2.51 -3.89 0.31
O 0.90 4.29 -0.71 -0.79
S 0.77 2.91 -0.37 0.50
O 0.05 2.14 -1.44 -0.74
O -0.01 2.70 0.89 -0.15
O 2.08 2.25 -0.16 -0.55
```

Values from the calculation:
Orbital gap (spin up / spin down) = 6.05 / 6.31 eV
<S²> = 0.77
Energy relative to the best compared isomer or geometry (same formula, charge and spin) = 56.1 kcal per mole
2S+1 = 2
Total charge = +1
HOMO level (spin up / spin down) = -10.17 / -10.18 eV